(1)
C62H71Ge2N2O2RbS4 as an isolated structure, computed with the ωB97M-V functional and the def2-TZVPD basis.

Values from the calculation:
DFT total energy = -8436.09616 a.u.
Frontier orbital gap = 5.8 eV
Energy above the lowest of the compared OMol25 structures with the same formula, charge and spin = 5.7 kcal/mol
Total charge = -2

Structure (XYZ):
```
144
Properties=species:S:1:pos:R:3:forces:R:3
Rb 2.167 -3.111 1.304 0.45 0.85 -0.13
C 2.994 0.637 2.135 0.13 0.06 0.03
C 3.875 0.459 3.379 -0.06 -0.02 -0.06
C 3.040 0.646 4.645 0.01 -0.04 -0.06
C 4.554 -0.893 3.306 0.03 0.00 -0.02
C 5.640 -1.074 2.452 -0.04 -0.06 -0.05
C 6.214 -2.326 2.264 -0.01 0.04 0.02
C 5.723 -3.447 2.925 0.01 -0.09 -0.05
C 6.278 -4.831 2.700 -0.01 0.05 0.01
C 4.658 -3.263 3.803 -0.05 -0.04 0.08
C 4.084 -2.011 3.995 0.11 -0.05 0.01
H 2.455 1.587 2.156 0.07 -0.07 -0.02
H 2.231 -0.140 2.114 -0.03 0.05 -0.08
H 3.572 0.593 1.209 0.04 -0.01 0.01
H 4.660 1.223 3.353 0.05 0.02 0.07
H 2.112 0.069 4.584 0.05 0.02 0.02
H 2.752 1.692 4.748 -0.03 0.02 -0.01
H 3.587 0.345 5.543 0.00 0.03 -0.01
H 6.023 -0.219 1.903 -0.01 -0.02 0.01
H 7.053 -2.434 1.582 -0.04 0.00 -0.01
H 6.821 -5.182 3.582 -0.01 0.01 -0.02
H 6.967 -4.844 1.853 0.00 0.01 0.01
H 5.455 -5.529 2.511 0.01 0.03 0.01
H 4.260 -4.131 4.317 -0.05 0.02 -0.05
H 3.257 -1.915 4.688 -0.04 0.00 -0.06
C -0.216 -5.277 0.736 0.00 -0.01 -0.01
C 0.146 -4.892 2.143 0.16 -0.68 0.09
N -0.402 -3.908 2.745 -0.04 0.06 0.10
O -1.393 -3.345 1.946 -0.42 0.49 0.00
C 1.274 -5.563 2.836 -0.22 -0.02 0.11
C 1.298 -5.698 4.328 0.03 0.04 0.00
N 2.298 -5.846 2.083 0.03 -0.16 0.08
O 3.386 -6.263 2.672 0.00 -0.10 -0.01
H -0.206 -4.399 0.081 -0.09 -0.07 0.01
H -1.238 -5.664 0.718 0.01 0.02 -0.03
H 0.475 -6.029 0.367 0.01 -0.04 0.02
H -1.403 -2.398 2.200 0.11 -0.21 -0.03
H 0.563 -5.036 4.783 -0.01 -0.02 0.02
H 2.300 -5.472 4.701 -0.03 0.00 -0.01
H 1.082 -6.730 4.625 0.03 0.01 0.03
C 4.545 4.971 2.202 -0.05 -0.04 -0.01
C 3.081 4.640 2.060 0.01 -0.04 0.02
C 2.357 4.113 3.122 0.02 -0.03 0.01
C 1.016 3.760 2.999 0.02 -0.03 -0.02
C 0.290 3.164 4.177 0.02 -0.03 -0.09
C 0.369 3.970 1.771 -0.08 0.06 0.13
C 1.062 4.573 0.718 0.02 0.00 -0.02
C 0.370 4.953 -0.563 0.03 -0.02 -0.02
C 2.415 4.862 0.865 -0.02 0.04 -0.04
C -1.126 3.834 1.700 -0.03 0.00 0.00
C -1.789 5.000 2.091 -0.03 -0.03 0.05
C -3.168 5.070 2.133 0.03 -0.03 -0.03
C -3.894 3.950 1.778 0.05 -0.05 -0.01
C -3.258 2.776 1.370 -0.02 -0.07 0.01
C -1.850 2.691 1.306 -0.09 -0.08 0.03
Ge -0.938 0.951 0.792 -0.16 0.07 -0.22
S -0.359 -0.128 2.536 -0.11 -0.16 0.07
S -2.208 -0.225 -0.692 0.07 0.01 0.15
Ge -0.257 -0.527 -1.805 -0.06 0.06 0.06
S 0.827 -2.321 -1.436 0.10 0.07 -0.12
S 0.651 1.308 -0.793 0.12 0.14 -0.12
C -0.536 -0.408 -3.805 0.21 0.05 -0.09
C -1.541 -1.186 -4.415 0.03 -0.04 0.10
C -1.675 -1.218 -5.802 -0.01 -0.01 0.01
C -0.818 -0.506 -6.620 0.02 0.02 0.00
C 0.196 0.237 -6.040 -0.05 0.01 0.02
C 0.351 0.289 -4.654 -0.13 -0.04 0.07
C 1.511 1.105 -4.168 -0.03 -0.07 0.04
C 1.386 2.487 -4.010 0.01 -0.01 -0.03
C 0.074 3.197 -4.230 0.06 -0.03 0.09
C 2.499 3.227 -3.613 -0.12 -0.02 0.03
C 3.713 2.623 -3.335 0.06 0.01 0.05
C 4.881 3.424 -2.815 -0.05 -0.05 0.00
C 3.826 1.251 -3.528 0.01 -0.01 -0.04
C 2.755 0.484 -3.967 -0.02 0.00 0.07
C 2.939 -0.992 -4.201 -0.03 0.05 0.08
C -2.506 -2.032 -3.635 -0.05 0.06 -0.01
C -3.737 -1.502 -3.237 0.03 0.01 -0.01
C -4.136 -0.083 -3.546 0.01 -0.06 0.07
C -4.612 -2.291 -2.493 -0.02 0.03 -0.03
C -4.297 -3.594 -2.149 -0.03 -0.02 0.03
C -5.206 -4.405 -1.262 0.06 0.02 -0.02
C -3.104 -4.130 -2.621 0.03 -0.02 -0.04
C -2.211 -3.381 -3.376 0.00 0.01 0.00
C -0.960 -4.029 -3.906 -0.01 0.01 -0.03
C -4.202 1.661 1.023 -0.06 0.10 0.10
C -4.916 1.726 -0.177 0.03 0.03 0.01
C -4.666 2.823 -1.183 -0.01 -0.04 0.03
C -5.887 0.765 -0.446 0.05 -0.01 -0.08
C -6.155 -0.264 0.444 -0.02 -0.06 0.02
C -7.180 -1.325 0.131 0.06 0.04 0.05
C -5.455 -0.295 1.644 -0.01 0.01 0.01
C -4.501 0.663 1.964 0.02 0.02 -0.03
C -3.830 0.624 3.312 -0.02 0.00 -0.05
H 4.918 4.681 3.186 0.00 0.01 -0.02
H 4.727 6.041 2.072 0.00 0.00 0.00
H 5.137 4.444 1.450 -0.01 0.01 0.02
H 2.848 3.971 4.080 0.02 -0.04 0.00
H 0.883 3.269 5.088 -0.02 0.01 -0.02
H 0.109 2.099 3.994 -0.03 0.02 0.01
H -0.683 3.632 4.332 0.02 0.03 -0.01
H -0.708 5.026 -0.435 0.02 0.02 -0.02
H 0.559 4.192 -1.317 0.03 -0.12 -0.14
H 0.747 5.910 -0.933 0.00 -0.04 0.00
H 2.950 5.304 0.027 -0.02 -0.03 0.03
H -1.191 5.861 2.374 0.01 -0.01 0.00
H -3.668 5.982 2.441 0.01 -0.01 0.00
H -4.979 3.964 1.809 0.01 0.00 0.00
H -2.464 -1.826 -6.232 -0.01 0.01 0.01
H -0.932 -0.536 -7.697 0.01 0.00 0.00
H 0.890 0.794 -6.660 0.01 -0.01 0.00
H -0.662 2.554 -4.707 0.00 0.01 -0.01
H 0.214 4.086 -4.850 0.00 0.00 0.04
H -0.341 3.512 -3.269 -0.02 -0.01 -0.01
H 2.401 4.301 -3.492 -0.04 0.05 0.04
H 4.694 4.495 -2.902 0.01 -0.01 0.00
H 5.798 3.188 -3.359 0.00 0.01 0.01
H 5.056 3.200 -1.759 -0.01 0.01 -0.03
H 4.778 0.763 -3.336 -0.03 0.01 -0.01
H 4.000 -1.235 -4.291 -0.02 0.01 0.02
H 2.424 -1.323 -5.104 0.01 0.01 -0.01
H 2.518 -1.558 -3.363 -0.01 -0.03 -0.04
H -3.448 0.400 -4.237 0.01 0.01 -0.02
H -4.133 0.486 -2.616 0.00 0.00 -0.04
H -5.143 -0.047 -3.972 0.01 -0.01 0.01
H -5.548 -1.854 -2.153 0.06 -0.03 -0.02
H -6.223 -4.010 -1.272 0.02 -0.04 -0.03
H -4.847 -4.380 -0.229 0.00 0.00 -0.01
H -5.238 -5.450 -1.574 0.00 0.01 0.00
H -2.856 -5.162 -2.390 0.00 0.03 -0.01
H -1.052 -5.117 -3.877 -0.01 0.03 0.01
H -0.101 -3.733 -3.299 -0.02 0.01 0.00
H -0.755 -3.720 -4.934 -0.04 -0.03 0.00
H -3.709 3.313 -1.014 0.01 -0.02 -0.02
H -5.448 3.587 -1.128 0.03 0.01 0.02
H -4.665 2.425 -2.198 -0.04 0.00 0.01
H -6.433 0.813 -1.385 0.03 0.00 0.01
H -7.643 -1.150 -0.842 0.00 0.00 0.00
H -7.970 -1.345 0.885 0.00 0.00 -0.01
H -6.717 -2.314 0.113 -0.03 0.06 0.01
H -5.666 -1.083 2.362 0.02 0.02 -0.02
H -4.403 0.002 4.003 0.01 0.02 -0.02
H -3.735 1.626 3.736 -0.02 -0.01 -0.01
H -2.819 0.214 3.237 0.00 0.03 0.01
```
Forces are in eV/Å.

=====

(2)
C40H70AsO2PtS3SeSi2 as an isolated structure, computed with the ωB97M-V functional and the def2-TZVPD basis.

Values from the calculation:
DFT total energy = -8246.55463 a.u.
Frontier orbital gap (alpha / beta) = 7.6 / 5.0 eV
Total charge = +1
2S+1 = 5

Structure (XYZ):
```
120
Properties=species:S:1:pos:R:3:forces:R:3
Pt 1.015 1.603 -0.070 -0.02 0.31 -0.39
C -4.945 -1.805 -4.523 0.00 0.01 0.02
C -4.829 -1.152 -3.146 0.00 0.01 -0.01
C -5.732 0.088 -3.119 0.00 -0.02 -0.01
C -5.315 -2.156 -2.092 -0.01 0.01 -0.01
C -3.395 -0.740 -2.823 0.06 0.05 0.05
C -3.099 -0.139 -1.609 -0.03 -0.06 -0.10
C -1.799 0.245 -1.329 0.05 -0.02 0.00
Se -1.422 0.861 0.439 -0.02 -0.01 0.13
C -0.885 -0.879 1.082 0.05 -0.01 0.01
C -1.832 -1.689 1.619 0.02 0.06 -0.02
C -1.542 -3.038 1.941 -0.02 0.00 0.01
C -0.275 -3.529 1.629 0.00 -0.03 0.01
C 0.732 -2.773 1.058 -0.02 0.08 0.01
C 0.475 -1.353 0.871 0.05 0.09 -0.09
O 1.405 -0.563 0.564 -0.05 -0.25 0.03
C 2.022 -3.486 0.643 -0.02 0.00 0.02
C 3.038 -2.650 -0.144 -0.05 0.01 0.02
C 1.623 -4.667 -0.260 0.01 -0.05 -0.01
C 2.713 -4.024 1.906 0.01 -0.02 -0.01
C -2.638 -3.901 2.541 0.00 0.02 0.00
C -3.805 -3.972 1.541 0.01 -0.01 0.01
C -3.121 -3.254 3.849 0.01 -0.02 -0.01
C -2.167 -5.322 2.844 0.00 0.00 0.00
C -0.712 0.078 -2.216 0.04 0.01 0.01
O 0.487 0.523 -1.925 0.05 -0.08 -0.04
C -0.998 -0.601 -3.431 -0.05 0.06 0.02
C -2.320 -0.955 -3.685 -0.04 0.01 0.06
C 0.031 -0.984 -4.510 0.01 0.01 0.04
C -0.039 -2.502 -4.744 0.01 0.01 0.00
C -0.319 -0.253 -5.815 0.00 0.00 0.01
C 1.492 -0.665 -4.177 0.00 0.01 -0.03
H -5.985 -2.073 -4.711 -0.02 0.00 0.00
H -4.629 -1.129 -5.318 0.01 0.02 -0.02
H -4.351 -2.718 -4.590 0.01 -0.02 0.00
H -6.762 -0.188 -3.346 -0.04 -0.01 -0.01
H -5.724 0.568 -2.139 0.00 0.01 0.02
H -5.404 0.823 -3.855 0.01 0.01 -0.02
H -6.332 -2.481 -2.317 -0.04 -0.01 -0.01
H -4.671 -3.037 -2.070 0.02 -0.02 -0.01
H -5.322 -1.716 -1.094 0.01 0.01 0.03
H -3.872 0.035 -0.871 -0.02 -0.01 0.01
H -2.830 -1.303 1.781 -0.01 0.00 -0.01
H -0.077 -4.573 1.820 0.00 0.01 0.01
H 2.598 -2.200 -1.033 -0.04 0.03 -0.03
H 3.474 -1.858 0.455 0.02 0.07 0.05
H 3.839 -3.319 -0.463 0.00 0.01 0.00
H 1.094 -4.315 -1.147 -0.01 0.01 -0.02
H 2.523 -5.188 -0.587 0.01 -0.01 -0.01
H 0.989 -5.390 0.250 0.00 -0.01 -0.02
H 3.017 -3.207 2.561 0.02 0.04 0.03
H 2.067 -4.695 2.471 -0.01 -0.01 0.01
H 3.607 -4.580 1.620 0.02 -0.01 0.00
H -4.230 -2.989 1.337 -0.01 0.03 -0.01
H -3.482 -4.404 0.593 0.01 -0.01 -0.02
H -4.597 -4.599 1.950 -0.02 -0.01 0.01
H -3.520 -2.253 3.689 -0.01 0.03 0.00
H -3.916 -3.861 4.283 -0.01 -0.01 0.01
H -2.310 -3.187 4.576 0.02 0.00 0.02
H -1.867 -5.852 1.940 0.01 -0.01 -0.02
H -1.334 -5.332 3.549 0.02 0.00 0.02
H -2.987 -5.881 3.294 -0.01 -0.01 0.00
H -2.522 -1.438 -4.629 -0.02 -0.02 -0.01
H -1.037 -2.839 -5.019 -0.03 -0.01 -0.02
H 0.641 -2.784 -5.549 0.03 -0.01 -0.02
H 0.261 -3.041 -3.843 0.00 -0.01 0.02
H -1.298 -0.541 -6.196 -0.03 0.00 0.00
H -0.326 0.828 -5.661 0.01 0.02 0.00
H 0.420 -0.483 -6.584 0.02 -0.01 -0.03
H 1.804 -1.096 -3.229 0.01 -0.02 0.03
H 2.118 -1.078 -4.972 0.01 0.00 -0.01
H 1.675 0.407 -4.131 0.00 0.04 0.01
C 2.394 5.394 -0.074 0.03 -0.03 0.04
C 1.323 5.318 -1.157 -0.01 -0.01 -0.01
S 0.481 3.728 -1.454 -0.05 -0.17 -0.03
C 1.235 3.153 -2.993 -0.02 -0.02 0.00
C 2.711 2.818 -2.897 0.04 0.01 0.03
S 3.108 1.588 -1.608 0.01 0.01 0.11
C 4.622 2.299 -0.908 0.02 -0.03 -0.04
C 4.486 3.432 0.097 -0.14 -0.04 0.03
S 4.106 5.072 -0.586 0.00 0.00 0.00
H 2.151 4.746 0.769 0.01 0.02 -0.02
H 2.405 6.418 0.304 0.00 0.00 0.00
H 1.720 5.646 -2.119 -0.01 0.00 -0.01
H 0.513 5.999 -0.897 -0.01 0.00 -0.01
H 1.077 3.916 -3.757 0.00 0.02 0.03
H 0.649 2.271 -3.249 0.02 0.04 -0.02
H 3.294 3.710 -2.676 0.00 0.01 -0.01
H 3.049 2.410 -3.850 -0.02 -0.03 0.01
H 5.254 2.589 -1.749 0.01 0.00 0.02
H 5.112 1.451 -0.425 -0.02 0.00 0.01
H 5.435 3.533 0.626 0.02 0.04 -0.02
H 3.722 3.191 0.838 0.05 0.00 -0.01
C 1.081 5.287 4.137 -0.06 0.00 -0.02
Si 0.002 4.136 3.139 0.01 -0.03 -0.03
C -0.839 5.043 1.737 0.02 -0.02 0.03
C -1.276 3.255 4.178 0.03 0.01 -0.01
As 1.396 2.483 2.181 0.03 -0.06 0.18
Si 2.723 1.496 3.881 0.03 0.05 -0.02
C 4.203 2.615 4.102 -0.06 -0.02 0.05
C 3.221 -0.198 3.287 -0.02 0.03 0.03
C 1.735 1.369 5.460 0.01 -0.01 -0.03
H 0.483 6.111 4.531 -0.02 0.03 0.02
H 1.873 5.716 3.520 0.02 0.01 -0.02
H 1.549 4.784 4.984 0.01 -0.04 0.03
H -1.757 5.502 2.111 -0.01 0.05 0.00
H -1.118 4.375 0.920 -0.01 -0.03 0.00
H -0.210 5.840 1.337 0.01 0.00 0.00
H -1.950 3.993 4.619 -0.03 0.01 0.02
H -0.834 2.675 4.987 0.01 0.00 0.00
H -1.876 2.583 3.562 -0.02 -0.02 -0.02
H 4.790 2.690 3.187 0.03 0.00 -0.06
H 4.855 2.223 4.885 0.02 -0.01 0.03
H 3.899 3.622 4.392 0.00 0.02 0.00
H 3.788 -0.149 2.357 0.02 -0.01 -0.06
H 2.348 -0.828 3.111 -0.02 -0.01 0.01
H 3.843 -0.679 4.045 0.03 -0.02 0.00
H 1.414 2.341 5.833 0.00 0.04 0.01
H 2.362 0.911 6.228 0.01 -0.01 0.03
H 0.853 0.739 5.333 -0.02 -0.01 -0.01
```
Forces are in eV/Å.

=====

(3)
A 13-piece molecular cluster, C4H32NO15 overall, computed with the ωB97M-V functional and the def2-TZVPD basis.

Values from the calculation:
DFT total energy = -1354.91850 a.u.
Frontier orbital gap = 8.2 eV
Energy above the lowest of the compared OMol25 structures with the same formula, charge and spin = 165.9 kcal/mol
Total charge = -1

Structure (XYZ):
```
52
Properties=species:S:1:pos:R:3:forces:R:3
C 0.211 -0.800 -0.876 -2.34 0.03 3.14
C -0.158 -2.328 -0.722 1.27 2.40 2.98
C -0.762 -2.972 -1.904 -2.82 0.29 3.00
O 1.032 -2.956 -0.461 2.98 -1.40 0.15
N -0.948 0.077 -0.499 2.57 0.88 -5.99
C -1.930 0.575 -1.509 -0.97 -1.42 7.05
O -3.045 0.711 -0.935 -1.07 0.25 0.49
O -1.637 0.973 -2.564 2.12 0.99 -5.59
H 1.078 -0.489 -0.232 -0.70 -0.82 -0.41
H 0.492 -0.801 -1.856 0.66 1.22 -3.02
H -0.565 -2.335 0.356 -1.08 -0.40 -2.80
H -1.717 -2.546 -2.001 -1.44 1.03 -1.04
H -1.018 -3.977 -1.734 0.09 -1.65 0.64
H -0.202 -2.959 -2.739 2.06 0.65 -2.82
H 1.717 -2.516 -0.986 0.23 -0.32 0.11
H -1.422 -0.271 0.236 -1.71 -1.38 3.01
H -2.908 -2.238 1.253 -0.92 -0.70 -0.52
H -2.570 -2.208 2.786 -0.51 -0.85 0.92
O -2.430 -1.819 1.945 1.59 1.09 -0.47
H -0.332 0.597 2.823 0.81 -0.82 1.55
H -1.509 0.969 2.091 -4.82 -0.29 0.16
O -0.614 0.986 2.025 5.60 0.83 -0.77
H 3.415 -0.442 -2.281 0.00 -1.13 -0.82
H 3.709 -0.901 -1.069 0.43 -1.34 0.19
O 3.726 -1.330 -1.952 -0.49 1.83 0.78
H -0.309 2.432 -3.581 2.15 -1.42 -0.91
H -0.109 0.999 -3.579 0.10 -0.14 -0.08
O 0.400 1.758 -3.916 -1.72 1.71 0.89
H 1.621 -0.619 4.027 -4.48 -2.90 0.42
H 0.500 -1.962 3.678 0.68 0.11 -0.50
O 0.590 -1.076 4.078 3.84 2.96 0.44
H 0.120 4.149 -0.552 -1.07 0.77 0.76
H -0.162 2.646 -0.732 -2.36 -1.86 0.74
O 0.428 3.326 -0.865 4.19 0.94 -1.95
H 1.884 -0.316 2.426 -0.04 0.55 -0.95
H 3.068 0.169 1.350 -1.50 -2.39 2.00
O 2.674 -0.586 1.936 1.57 1.32 -1.43
H 1.855 1.276 -1.868 2.00 0.12 -0.12
H 3.306 1.606 -2.430 -0.24 0.53 -0.33
O 2.853 1.157 -1.719 -2.03 0.00 0.27
H -3.013 1.077 0.843 -0.45 -0.84 0.16
H -3.593 1.312 2.274 -0.53 0.61 0.27
O -3.009 0.751 1.785 -0.88 0.13 -0.63
H 2.809 1.619 1.164 -0.35 2.63 0.24
H 2.269 2.743 0.362 -1.14 0.65 -1.72
O 2.689 2.622 1.188 1.24 -2.58 1.41
H -0.613 -2.503 1.739 2.18 -1.89 2.16
H 0.898 -3.140 1.929 1.61 0.20 -1.50
O 0.044 -3.126 2.294 -3.72 1.43 0.33
H -1.027 2.593 1.139 4.48 -4.29 3.42
H -2.102 2.603 0.170 -1.69 -1.66 -1.86
O -1.587 3.113 0.728 -3.39 6.34 -1.44
```
Forces are in eV/Å.

=====

(4)
C7H13NO2S in the gas phase, computed with the ωB97M-V functional and the def2-TZVPD basis.

Values from the calculation:
DFT total energy = -877.88403 a.u.
Frontier orbital gap = 8.5 eV
Energy above the lowest of the compared OMol25 structures with the same formula, charge and spin = 48.0 kcal/mol
SMILES = C/C(O)=N/C(=S)CCCCO

Structure (XYZ):
```
24
Properties=species:S:1:pos:R:3:forces:R:3
C 2.429 0.262 0.302 -1.48 -0.10 -0.72
C -1.376 -0.379 -1.089 -3.13 -3.26 -1.33
C -2.141 -0.558 0.229 0.43 -0.14 0.41
C -0.207 -1.356 -1.433 -0.31 2.46 -0.67
C -1.812 0.595 1.193 -1.45 1.57 1.00
C 0.741 -1.376 -0.255 -1.64 -2.38 -0.59
C 3.854 0.652 0.039 1.35 -0.01 1.93
N 1.848 -0.709 -0.336 2.76 3.37 1.13
O 1.845 1.174 1.155 1.24 -1.03 -1.12
O -0.713 0.426 2.124 -0.76 -1.93 0.04
S 0.427 -2.494 0.919 0.14 -0.18 0.63
H -2.294 -0.584 -1.828 2.57 0.62 0.66
H -1.121 0.625 -1.134 0.82 1.81 -0.60
H -3.195 -0.513 -0.086 0.18 0.13 0.82
H -1.949 -1.578 0.664 -0.27 1.12 -0.17
H -0.588 -2.320 -1.714 -0.04 -0.48 0.35
H 0.213 -0.885 -2.355 0.27 -0.54 0.72
H -1.614 1.576 0.692 0.47 -1.02 -0.28
H -2.744 0.973 1.724 0.82 -1.17 0.11
H 3.870 1.707 -0.288 0.01 -0.17 0.92
H 4.466 0.453 1.089 -1.41 0.82 -2.87
H 4.354 0.178 -0.810 -0.40 -0.73 0.47
H -0.770 -0.514 2.510 0.26 2.01 -0.96
H 0.913 1.023 1.380 -0.44 -0.78 0.12
```
Forces are in eV/Å.